{
  "formula": "C5H8NP",
  "method": "ωB97M-V with the def2-TZVPD basis set",
  "e_lumo_ev": [-0.5, -0.8],
  "total_energy_ev": -16089.498,
  "relative_energy_ev": 3.384,
  "total_charge": 0,
  "gap_ev": [6.627, 6.523],
  "species": ["C", "C", "C", "C", "C", "N", "P", "H", "H", "H", "H", "H", "H", "H", "H"],
  "xyz": [[1.38, -0.69, 2.15], [2.71, -0.76, 2.30], [-0.31, 0.02, 0.72], [-1.46, -0.16, -1.42], [-1.05, 0.83, -0.32], [0.92, 0.08, 1.06], [3.65, 0.43, 1.49], [0.64, -1.19, 2.85], [3.11, -1.46, 3.10], [-2.49, -0.31, -1.38], [-0.98, -1.10, -1.24], [-1.15, 0.21, -2.40], [-1.86, 1.20, 0.18], [-0.40, 1.57, -0.86], [-0.87, -0.71, 1.28]],
  "lowdin_charge": [-0.320, -0.622, -0.171, -0.093, -0.192, -0.013, 0.725, 0.121, 0.065, 0.050, 0.061, 0.080, 0.073, 0.126, 0.110]
}